2 unconnected molecules or ions with the total composition C4H10N2O2. Source: OMol25; level of theory: ωB97M-V/def2-TZVPD.

E_tot: -418.1807 Ha
Kohn-Sham gap: 8.494 eV

Bonds (Å) are listed after each position.
Geometry (Å):
1 C 0.816 0.241 -1.578  C3 1.413, H5 1.082, H6 1.083
2 C -1.506 -1.053 -0.748  O4 1.433, H7 1.091, H8 1.091, H9 1.091
3 C 1.676 1.225 -1.041  C1 1.413, H10 1.086, H11 1.302, H12 1.087
4 O -0.760 0.115 -0.385  C2 1.433, C15 1.527
5 H 0.172 0.472 -2.416  C1 1.082
6 H 1.069 -0.806 -1.465  C1 1.083
7 H -2.485 -1.020 -0.267  C2 1.091
8 H -1.655 -1.017 -1.828  C2 1.091
9 H -0.984 -1.966 -0.459  C2 1.091
10 H 1.679 2.183 -1.553  C3 1.086
11 H 1.189 1.428 0.150  C3 1.302
12 H 2.664 0.873 -0.756  C3 1.087
13 N -0.608 -0.833 1.804  O14 1.426, C15 1.413, H18 1.018
14 O -0.027 -0.713 3.100  N13 1.426, H17 0.983
15 C -0.329 0.337 1.062  O4 1.527, N13 1.413, N16 1.221
16 N 0.369 1.299 1.343  C15 1.221
17 H 0.328 0.203 3.086  O14 0.983
18 H -1.606 -0.968 1.952  N13 1.018

These are the Mulliken partial charges, in e, on atoms 1 to 8:
1 C -0.13
2 C -0.78
3 C -0.76
4 O -0.33
5 H 0.25
6 H 0.26
7 H 0.27
8 H 0.28